(1)
C30H84Cl12O30P6 | ωB97M-V with the def2-TZVPD basis set

Results
E_LUMO   0.0 eV
E_tot   -11021.3674 a.u.
HOMO energy   -10.203 eV
Max |F|   0.0968 hartree/bohr

CARTESIAN COORDINATES (ANGSTROEM)
C (-3.042, -3.487, -5.738)
O (-3.138, -4.816, -5.253)
P (-4.589, -5.598, -5.202)
O (-5.641, -4.794, -4.574)
O (-4.886, -6.067, -6.741)
C (-6.203, -6.289, -7.105)
O (-4.248, -7.022, -4.460)
C (-4.958, -7.474, -3.277)
H (-3.983, -2.969, -5.923)
H (-2.434, -3.413, -6.640)
H (-2.602, -2.834, -4.984)
H (-6.477, -5.451, -7.746)
H (-6.971, -6.315, -6.331)
H (-6.188, -7.320, -7.461)
H (-5.284, -8.481, -3.537)
H (-5.869, -6.922, -3.045)
H (-4.406, -7.493, -2.337)
C (5.637, -2.462, -7.176)
O (4.751, -3.640, -7.330)
P (4.515, -4.586, -6.069)
O (3.916, -3.861, -4.909)
O (5.995, -5.193, -5.810)
C (6.633, -5.701, -6.927)
O (3.633, -5.744, -6.771)
C (2.601, -5.385, -7.667)
H (5.521, -1.652, -7.896)
H (6.692, -2.734, -7.212)
H (5.441, -2.044, -6.188)
H (6.260, -5.375, -7.897)
H (6.620, -6.789, -6.858)
H (7.678, -5.392, -6.958)
H (3.003, -5.133, -8.648)
H (2.078, -4.485, -7.342)
H (1.782, -6.099, -7.754)
C (2.641, -1.660, 9.851)
O (2.642, -2.990, 9.423)
P (2.780, -3.317, 7.851)
O (3.724, -2.421, 7.159)
O (1.243, -3.310, 7.337)
C (0.774, -2.323, 6.448)
O (3.134, -4.866, 7.938)
C (3.213, -5.695, 6.763)
H (1.745, -1.460, 10.439)
H (2.599, -0.873, 9.098)
H (3.521, -1.397, 10.438)
H (-0.103, -1.910, 6.947)
H (0.496, -2.636, 5.442)
H (1.515, -1.532, 6.333)
H (4.126, -6.288, 6.705)
H (3.097, -5.267, 5.767)
H (2.374, -6.373, 6.921)
C (-0.030, -10.627, -3.562)
O (-0.286, -10.217, -2.213)
P (0.859, -9.571, -1.238)
O (1.989, -10.428, -0.912)
O (1.308, -8.186, -2.006)
C (0.357, -7.257, -2.380)
O (0.027, -9.032, 0.040)
C (0.751, -8.714, 1.256)
H (-0.367, -11.644, -3.761)
H (1.030, -10.544, -3.804)
H (-0.654, -9.969, -4.167)
H (-0.618, -7.597, -2.031)
H (0.292, -7.145, -3.463)
H (0.529, -6.332, -1.829)
H (1.776, -9.085, 1.217)
H (0.308, -9.238, 2.102)
H (0.660, -7.675, 1.573)
C (-4.235, 10.002, -6.123)
O (-4.897, 9.862, -4.946)
P (-4.249, 8.917, -3.781)
O (-2.823, 9.154, -3.453)
O (-5.285, 9.139, -2.521)
C (-6.701, 9.180, -2.635)
O (-4.493, 7.369, -4.247)
C (-4.102, 6.301, -3.417)
H (-3.466, 9.232, -6.177)
H (-3.938, 11.051, -6.110)
H (-4.895, 9.848, -6.977)
H (-7.014, 8.610, -3.510)
H (-6.963, 10.227, -2.787)
H (-7.210, 8.703, -1.797)
H (-5.002, 5.872, -2.976)
H (-3.462, 6.483, -2.554)
H (-3.668, 5.495, -4.008)
C (1.711, 4.448, 1.680)
O (1.843, 3.008, 1.364)
P (0.875, 2.370, 0.231)
O (0.478, 3.316, -0.839)
O (1.716, 1.150, -0.312)
C (1.109, 0.289, -1.327)
O (-0.203, 1.527, 1.113)
C (-0.951, 2.147, 2.217)
H (1.337, 4.750, 2.658)
H (1.082, 5.012, 0.992)
H (2.693, 4.907, 1.793)
H (1.177, -0.768, -1.068)
H (1.731, 0.366, -2.219)
H (0.067, 0.452, -1.600)
H (-1.030, 1.430, 3.034)
H (-1.930, 2.335, 1.777)
H (-0.532, 3.036, 2.690)
C (-5.634, 1.334, 6.084)
C (-5.523, 1.331, 7.665)
O (-6.023, 0.189, 8.361)
O (-4.943, 0.213, 5.544)
H (-5.167, 2.279, 5.807)
H (-6.660, 1.280, 5.720)
H (-6.102, 2.154, 8.084)
H (-4.467, 1.340, 7.936)
H (-5.750, -0.598, 7.884)
H (-5.476, -0.584, 5.488)
C (4.882, 8.804, 5.451)
C (5.369, 10.149, 5.853)
O (4.770, 10.548, 7.111)
O (5.542, 7.720, 6.117)
H (5.092, 8.766, 4.382)
H (3.802, 8.670, 5.501)
H (5.079, 10.924, 5.144)
H (6.445, 10.186, 6.020)
H (5.379, 10.297, 7.810)
H (5.185, 7.887, 6.993)
C (-3.400, -2.181, -0.771)
C (-3.235, -2.775, 0.582)
O (-3.281, -4.180, 0.517)
O (-4.732, -2.117, -1.227)
H (-2.704, -2.631, -1.479)
H (-3.189, -1.116, -0.679)
H (-4.024, -2.483, 1.276)
H (-2.293, -2.439, 1.016)
H (-3.590, -4.488, 1.372)
H (-4.987, -2.874, -1.759)
C (4.943, 1.977, 5.176)
Cl (4.767, 2.453, 6.908)
Cl (6.633, 1.566, 4.680)
H (4.336, 1.110, 4.915)
H (4.539, 2.771, 4.547)
C (-1.699, 8.967, 1.176)
Cl (-0.633, 9.535, 2.545)
Cl (-3.047, 7.967, 1.835)
H (-2.170, 9.857, 0.760)
H (-1.145, 8.326, 0.490)
C (3.697, 8.593, -3.246)
Cl (3.908, 8.106, -1.525)
Cl (4.862, 7.713, -4.213)
H (2.695, 8.460, -3.653)
H (3.843, 9.660, -3.416)
C (1.217, 3.851, -5.677)
Cl (2.047, 4.830, -6.910)
Cl (0.073, 2.732, -6.458)
H (1.974, 3.298, -5.121)
H (0.727, 4.543, -4.992)
C (-0.661, 5.229, 8.932)
Cl (-0.519, 3.493, 8.664)
Cl (-0.303, 6.077, 7.462)
H (-1.705, 5.430, 9.174)
H (-0.064, 5.531, 9.792)
C (4.642, -4.460, -0.092)
Cl (4.597, -3.227, 1.193)
Cl (4.981, -6.086, 0.542)
H (3.659, -4.415, -0.560)
H (5.379, -4.110, -0.816)

Löwdin atomic charge list, values in e, 6 entries: number 1, C, carries -0.123; number 2, O, carries -0.223; number 3, P, carries 0.491; number 4, O, carries -0.242; number 5, O, carries -0.223; number 6, C, carries -0.145

(2)
C9H5Cl2HgIO4 | ωB97M-V with the def2-TZVPD basis set

Results
⟨S²⟩   0.756
2S+1   2
E_LUMO (spin up / spin down)   2.3 / 0.0 eV
E_tot   -2018.5085 a.u.
HOMO energy (spin up / spin down)   -5.781 / -5.843 eV
Max |F|   0.0226 hartree/bohr
Total charge   -1

CARTESIAN COORDINATES (ANGSTROEM)
Hg (-1.992, 1.930, 1.760)
I (4.573, -0.424, -1.302)
C (2.878, -0.741, -0.091)
C (2.894, -1.775, 0.832)
C (1.784, -1.968, 1.643)
C (0.679, -1.129, 1.546)
C (0.679, -0.119, 0.595)
C (1.777, 0.085, -0.234)
C (-0.511, -1.377, 2.496)
O (-0.582, -2.510, 2.974)
O (-1.295, -0.402, 2.720)
H (3.757, -2.422, 0.921)
H (1.760, -2.774, 2.364)
H (-0.182, 0.522, 0.470)
H (1.760, 0.879, -0.968)
Cl (-1.452, 0.765, -3.637)
C (-2.734, 1.668, -2.815)
Cl (-2.851, 3.324, -3.459)
C (-2.469, 1.745, -1.277)
O (-1.327, 2.095, -0.936)
O (-3.466, 1.454, -0.589)
H (-3.677, 1.177, -3.012)

Löwdin atomic charge list, values in e, 6 entries: number 1, Hg, carries 0.937; number 2, I, carries 0.778; number 3, C, carries -0.733; number 4, C, carries -0.164; number 5, C, carries -0.030; number 6, C, carries -0.127

(3)
C20H24FN3O5S | ωB97M-V with the def2-TZVPD basis set

Results
E_LUMO   0.6 eV
SMILES string   O=C(CN(C(=O)CNS(=O)(=O)c1ccc(F)cc1)C1CCCC1)NCc1ccco1
E_tot   -1815.0525 a.u.
HOMO energy   -9.094 eV
Max |F|   0.0190 hartree/bohr
Relative energy (zero: lowest compared OMol25 entry of this formula, charge and spin)   67.0 kcal/mol

CARTESIAN COORDINATES (ANGSTROEM)
O (-1.274, 1.874, -0.075)
C (-0.442, 1.088, 0.328)
N (0.652, 0.746, -0.379)
H (1.271, 0.037, -0.018)
C (0.900, 1.238, -1.711)
C (1.071, 0.138, -2.711)
C (0.999, 0.149, -4.071)
C (1.327, -1.162, -4.498)
C (1.570, -1.873, -3.368)
O (1.422, -1.094, -2.277)
H (1.851, -2.895, -3.205)
H (1.376, -1.516, -5.507)
H (0.747, 0.983, -4.692)
H (0.049, 1.868, -1.988)
H (1.805, 1.865, -1.707)
C (-0.569, 0.426, 1.703)
N (0.670, -0.069, 2.249)
C (1.107, -1.343, 2.128)
O (2.186, -1.709, 2.558)
C (0.175, -2.357, 1.459)
N (-0.218, -1.997, 0.108)
S (-1.767, -2.516, -0.312)
O (-2.620, -2.078, 0.753)
O (-1.758, -3.908, -0.658)
C (-2.059, -1.547, -1.779)
C (-1.710, -2.083, -3.005)
C (-1.895, -1.332, -4.152)
C (-2.419, -0.055, -4.027)
C (-2.792, 0.480, -2.805)
C (-2.616, -0.288, -1.667)
H (-2.908, 0.082, -0.699)
H (-3.206, 1.473, -2.749)
F (-2.576, 0.687, -5.137)
H (-1.640, -1.716, -5.127)
H (-1.315, -3.085, -3.045)
H (0.456, -2.292, -0.584)
H (0.684, -3.327, 1.499)
H (-0.745, -2.433, 2.047)
C (1.459, 0.837, 3.081)
H (2.447, 0.374, 3.144)
C (0.851, 0.965, 4.495)
H (1.330, 0.288, 5.198)
C (1.030, 2.433, 4.873)
C (0.838, 3.162, 3.547)
H (1.231, 4.177, 3.566)
H (-0.223, 3.215, 3.298)
C (1.579, 2.276, 2.543)
H (1.180, 2.383, 1.538)
H (2.632, 2.558, 2.515)
H (0.324, 2.754, 5.637)
H (2.042, 2.602, 5.245)
H (-0.211, 0.716, 4.461)
H (-1.308, -0.373, 1.598)
H (-0.990, 1.174, 2.380)

Löwdin atomic charge list, values in e, 6 entries: number 1, O, carries 0.055; number 2, C, carries -0.494; number 3, N, carries 0.085; number 4, H, carries 0.133; number 5, C, carries -0.073; number 6, C, carries -0.247

(4)
C16H22N2O4 | ωB97M-V with the def2-TZVPD basis set

Results
E_LUMO   0.7 eV
SMILES string   CCOC(=O)N1CCN(C(=O)c2ccc(OCC)cc2)CC1
E_tot   -1033.3906 a.u.
HOMO energy   -8.591 eV
Max |F|   0.0102 hartree/bohr
Relative energy (zero: lowest compared OMol25 entry of this formula, charge and spin)   21.8 kcal/mol

CARTESIAN COORDINATES (ANGSTROEM)
C (6.006, 1.225, -2.051)
C (5.051, 1.710, -0.975)
H (5.592, 2.149, -0.129)
H (4.362, 2.467, -1.366)
O (4.297, 0.590, -0.512)
C (3.436, 0.853, 0.493)
O (3.289, 1.944, 0.995)
N (2.774, -0.261, 0.881)
C (1.776, -0.184, 1.919)
H (1.754, 0.848, 2.274)
H (2.063, -0.835, 2.752)
C (0.400, -0.584, 1.373)
N (0.522, -1.752, 0.520)
C (-0.320, -2.020, -0.513)
O (-0.083, -2.888, -1.332)
C (-1.571, -1.206, -0.565)
C (-1.856, -0.465, -1.708)
C (-3.027, 0.254, -1.800)
C (-3.961, 0.232, -0.761)
C (-3.690, -0.534, 0.370)
C (-2.504, -1.242, 0.461)
H (-2.319, -1.847, 1.336)
H (-4.395, -0.598, 1.184)
O (-5.085, 0.962, -0.975)
C (-6.065, 1.072, 0.037)
C (-5.664, 2.046, 1.141)
H (-5.461, 3.024, 0.712)
H (-4.768, 1.706, 1.655)
H (-6.472, 2.137, 1.861)
H (-6.950, 1.448, -0.484)
H (-6.306, 0.086, 0.453)
H (-3.255, 0.838, -2.677)
H (-1.148, -0.456, -2.523)
C (1.780, -2.461, 0.598)
H (1.920, -2.846, 1.612)
C (2.928, -1.534, 0.199)
H (2.908, -1.362, -0.881)
H (3.893, -1.988, 0.454)
H (1.723, -3.301, -0.098)
H (-0.270, -0.787, 2.218)
H (-0.023, 0.241, 0.793)
H (6.592, 2.061, -2.421)
H (6.675, 0.472, -1.645)
H (5.449, 0.787, -2.875)

Löwdin atomic charge list, values in e, 6 entries: number 1, C, carries -0.065; number 2, C, carries -0.226; number 3, H, carries 0.126; number 4, H, carries 0.128; number 5, O, carries -0.006; number 6, C, carries -0.545